#one
Here is a single C4H7NOS2 molecule from the Open Molecules 2025 dataset. Energies are from wB97M-V/def2-TZVPD.

```
15
C4H7NOS2, DFT wB97M-V/def2-TZVPD
C -1.78754 -1.07177 1.26980
C -1.74256 -0.38067 -0.11517
C 0.38823 1.26166 0.25084
C 1.13848 -0.02318 -0.05504
H -2.51033 -0.53192 1.87515
H -0.72461 -1.17015 1.72031
H -2.23536 -2.08944 1.10965
H -2.77591 -0.44153 -0.56382
H 0.96587 2.07572 -0.27115
H 0.48459 1.49668 1.35056
H 0.91458 -1.99183 -0.79914
N 0.46870 -1.07254 -0.54993
O -0.88417 -1.10886 -1.02148
S -1.36939 1.32690 -0.23450
S 2.72526 -0.05722 0.20307
```

Properties
- SMILES: C[C@@H]1ONC(=S)CS1
- Net charge: 0
- Highest occupied orbital energy: -8.6073 eV



#two
Here is a molecular structure, C4H7NOS2 from the Open Molecules 2025 dataset. Energies are from wB97M-V/def2-TZVPD.

```
15
C4H7NOS2, DFT wB97M-V/def2-TZVPD
C -0.29746 -1.00565 -0.04767
C -1.38741 -0.52774 -0.68260
C 1.03579 -0.30322 -0.14133
C 0.75303 1.23363 -0.12924
N -0.62942 -1.47127 1.11349
O -1.58270 -0.16845 -1.99932
S -2.26262 -1.99685 1.02459
S 1.44422 1.97299 1.31418
H 1.61608 -0.65305 0.75086
H 1.63846 -0.59059 -1.10519
H 1.26915 1.71217 -0.96976
H -0.36383 1.44174 -0.20083
H -0.08090 -1.47082 1.92939
H -1.55745 -0.87481 -2.64766
H 0.40506 2.70192 1.79108
```

Properties
- Net charge: 0
- Highest occupied orbital energy (spin up / spin down): -8.1048 / -8.1047 eV



Energies relative to the minimum, kJ/mol: #one 0.0; #two 232.6



#one
Here is 2 unconnected molecules or ions with the total composition C2H4N2O4 from the Open Molecules 2025 dataset. Energies are from wB97M-V/def2-TZVPD.

```
12
C2H4N2O4, DFT wB97M-V/def2-TZVPD
C 0.68518 -1.06034 -2.12854
C 0.40700 -0.86785 0.30087
N 0.20549 -0.73932 -1.09089
N -2.54660 -0.15730 -1.91807
O 0.96882 -1.23497 -3.27155
O -2.39968 1.20929 -2.23858
O -3.17580 -0.79495 -2.69973
O -2.00431 -0.51835 -0.92396
H 0.06770 0.09660 0.91531
H -0.06163 -1.66543 0.81339
H 1.62342 -1.00079 0.45984
H -2.04526 1.63519 -1.45667
```

Properties
- SMILES: O=[N+]([O-])O.CN=C=O
- Net charge: 0
- Highest occupied orbital energy: -10.1772 eV



#two
Here is 2 unconnected molecules or ions with the total composition C2H4N2O4 from the Open Molecules 2025 dataset. Energies are from wB97M-V/def2-TZVPD.

```
12
C2H4N2O4, DFT wB97M-V/def2-TZVPD
C 0.28675 -0.69597 0.65857
C -0.42117 0.57561 0.22880
N -1.42234 0.23844 -0.73118
N 1.58019 -1.28638 -0.79579
O 1.59160 -0.61051 -1.76280
O 0.47745 -1.38503 1.56839
O 2.16709 -2.23104 -0.37265
O -0.75708 1.41845 1.29736
H 0.37296 1.08319 -0.29188
H -2.14573 -0.22382 -0.21150
H -1.74159 1.19832 -1.17031
H 0.01188 1.91874 1.58298
```

Properties
- Net charge: 0
- Highest occupied orbital energy: -8.8462 eV



#three
Here is a single C2H4N2O4 molecule from the Open Molecules 2025 dataset. Energies are from wB97M-V/def2-TZVPD.

```
12
C2H4N2O4, DFT wB97M-V/def2-TZVPD
C 0.71181 0.44643 -0.09500
C -2.25128 -0.14189 -0.40561
H 2.51434 -0.27058 -1.25241
H 0.97759 -1.03258 1.12102
H -0.08364 0.51778 1.72606
H -3.27537 0.31637 -0.77068
N 1.66800 -0.31586 0.50283
N -0.40680 0.24739 0.80200
O 2.70770 -0.71175 -0.28290
O 0.96742 1.40230 -1.03846
O -1.67660 0.81964 0.38366
O -1.85317 -1.27727 -0.69050
```

Properties
- SMILES: O=CONC(=O)NO
- Net charge: 0
- Highest occupied orbital energy: -9.7979 eV



Energies relative to the minimum, kJ/mol: #one 41.2; #two 0.0; #three 77.9



#one
Here is 2 unconnected molecules or ions with the total composition C2H5NOS2 from the Open Molecules 2025 dataset. Energies are from wB97M-V/def2-TZVPD.

```
11
C2H5NOS2, DFT wB97M-V/def2-TZVPD
C -0.80401 0.91313 1.72690
C 0.24684 0.56782 -1.25954
N -0.26201 -0.06656 1.02486
O -0.95128 2.04433 1.32630
S 0.63310 -1.03168 -1.64164
S -0.09231 -1.65279 1.21149
H -1.10078 0.62466 2.76170
H -0.72747 0.96718 -1.44103
H 1.05999 1.21468 -1.00606
H -0.60523 -1.48440 -1.89473
H 1.21334 -1.70548 1.58436
```

Properties
- Net charge: 0
- Highest occupied orbital energy (spin up / spin down): -8.5194 / -8.5176 eV



#two
Here is a single C2H5NOS2 molecule from the Open Molecules 2025 dataset. Energies are from wB97M-V/def2-TZVPD.

```
11
C2H5NOS2, DFT wB97M-V/def2-TZVPD
C -0.45466 -1.83806 -1.06155
C 0.59908 0.22183 0.38412
H -1.16196 -2.10262 -1.84067
H 0.52683 -2.30892 -1.25463
H -0.83078 -2.18557 -0.08584
H 1.17868 1.54973 1.74739
H -1.18418 2.96733 1.12542
N 0.69393 1.50035 0.87353
O 1.05232 -0.71309 0.98466
S -0.34553 -0.00973 -1.14127
S -0.07372 2.91876 0.26883
```

Properties
- SMILES: CSC(=O)NS
- Net charge: 0
- Highest occupied orbital energy: -9.3766 eV



#three
Here is a single C2H5NOS2 molecule from the Open Molecules 2025 dataset. Energies are from wB97M-V/def2-TZVPD.

```
11
C2H5NOS2, DFT wB97M-V/def2-TZVPD
C -0.61223 0.95179 -1.42515
C -0.40807 -1.09994 0.79087
H 0.40269 1.11913 -1.92924
H -0.72740 1.53090 -0.46742
H -1.42959 1.07606 -2.20440
H 0.68352 -0.47531 2.33031
H 2.12587 -0.21848 0.34681
N 0.49141 -0.28030 1.32735
O 1.36948 0.45615 0.55270
S -0.69703 -0.86724 -0.94796
S -1.19865 -2.19277 1.62613
```

Properties
- SMILES: CSC(=S)NO
- Net charge: 0
- Highest occupied orbital energy: -8.4838 eV



Energies relative to the minimum, kJ/mol: #one 299.0; #two 0.0; #three 224.0



#one
Here is 3 unconnected molecules or ions with the total composition C4H12IO4 from the Open Molecules 2025 dataset. Energies are from wB97M-V/def2-TZVPD.

```
21
C4H12IO4, DFT wB97M-V/def2-TZVPD
I 1.02402 0.50349 -0.45664
C 0.10969 2.74841 3.15752
C 0.31323 3.87680 2.15369
O 1.00857 4.95860 2.75728
O -0.52386 1.59216 2.63237
H -0.52737 3.04100 3.99242
H 1.12161 2.47021 3.48244
H -0.61083 4.26361 1.72567
H 0.89240 3.48070 1.31222
H 1.93869 4.75264 2.86861
H -0.21404 1.48257 1.71516
C -0.84650 -3.97574 -3.08657
C -0.64614 -2.67390 -2.36572
O -0.15427 -2.80122 -1.06336
O 0.35678 -4.47715 -3.67357
H -1.59782 -3.87316 -3.86400
H -1.16288 -4.72185 -2.34541
H -1.55309 -2.06403 -2.28573
H 0.10933 -2.07969 -2.89640
H -0.01320 -1.87242 -0.80642
H 0.97566 -4.63105 -2.95353
```

Properties
- Net charge: -1
- Highest occupied orbital energy: -4.3292 eV



#two
Here is 3 unconnected molecules or ions with the total composition C4H12IO4 from the Open Molecules 2025 dataset. Energies are from wB97M-V/def2-TZVPD.

```
21
C4H12IO4, DFT wB97M-V/def2-TZVPD
I 0.37151 2.87632 -0.09802
C 1.88189 -0.18079 -2.86293
C 0.41306 0.02062 -3.07663
O 0.13000 1.39488 -3.30381
O 2.60374 0.00011 -4.09022
H 2.10437 -1.19527 -2.51813
H 2.20370 0.51971 -2.08808
H -0.18328 -0.22450 -2.19374
H 0.08101 -0.53073 -3.95435
H 0.26335 1.90320 -2.47759
H 2.96881 0.88833 -4.05440
C -1.24064 -1.15917 3.69621
C -0.83712 -0.33409 2.49974
O -1.45856 0.92065 2.58487
O -2.56584 -1.70473 3.53262
H -1.16700 -0.54986 4.59570
H -0.57546 -2.02534 3.74200
H -1.00931 -0.80973 1.52854
H 0.26517 -0.25062 2.55941
H -1.06243 1.57408 1.98849
H -3.18698 -1.13306 3.99031
```

Properties
- Net charge: -1
- Highest occupied orbital energy: -4.3483 eV



Energies relative to the minimum, kJ/mol: #one 12.9; #two 0.0